[1]
Density functional theory data (ωB97M-V/def2-TZVPD) for a molecular structure, C44H51AsLaN5O2 in a non-equilibrium geometry.

Last column: Mulliken charge in e.
Atoms and positions in Å:
La1 0.302 0.077 -0.153  1.0721
O1 -1.276 0.193 -1.629  -0.6153
C1 -1.674 1.079 -2.492  0.5512
C2 -2.486 0.672 -3.578  -0.4777
C3 -2.925 1.555 -4.531  -0.5082
C4 -2.591 2.908 -4.455  -0.6916
C5 -1.841 3.350 -3.395  -0.8852
C6 -1.375 2.478 -2.395  0.5959
C7 -0.648 3.051 -1.303  -0.2426
N1 -0.133 2.378 -0.322  0.5699
N2 0.543 3.117 0.625  -0.6522
C8 1.187 2.399 1.514  0.1866
O2 1.143 1.118 1.604  -0.5213
C9 2.115 3.148 2.392  0.3233
C10 3.102 2.451 3.083  -0.4506
C11 4.056 3.133 3.815  -0.8166
C12 4.031 4.517 3.866  -0.3752
C13 3.041 5.216 3.192  -0.7041
C14 2.086 4.538 2.459  -0.0069
H1 -2.756 -0.374 -3.626  0.4490
H2 -3.537 1.200 -5.348  0.3915
H3 -2.928 3.596 -5.217  0.3988
H4 -1.597 4.401 -3.306  0.3550
H5 -0.537 4.140 -1.292  0.3272
H6 3.115 1.373 3.023  0.4219
H7 4.827 2.589 4.343  0.4230
H8 4.772 5.054 4.443  0.4097
H9 3.022 6.296 3.236  0.4029
H10 1.312 5.065 1.927  0.4519
C15 3.261 -3.569 -7.689  -1.6037
C16 3.047 -2.695 -6.490  0.4859
C17 3.648 -1.450 -6.384  -0.8094
C18 3.480 -0.659 -5.257  0.5025
C19 4.072 0.721 -5.244  -1.6508
C20 2.741 -1.138 -4.160  0.5251
As1 2.561 0.065 -2.549  1.1535
N3 2.090 -0.926 -1.086  -0.0579
C21 2.632 -2.083 -0.620  0.4922
C22 2.104 -2.658 0.555  -0.1991
C23 2.591 -3.844 1.056  -0.6836
C24 3.626 -4.512 0.418  -0.9682
C25 4.155 -3.970 -0.743  -0.9115
C26 3.670 -2.787 -1.255  0.6803
C27 4.489 0.486 -1.972  0.7797
C28 5.685 -0.218 -2.155  1.5777
C29 5.931 -1.292 -3.179  -2.1454
C30 6.812 0.119 -1.407  -1.1003
C31 6.815 1.154 -0.495  0.6282
C32 8.033 1.471 0.318  -1.6329
C33 5.654 1.904 -0.372  -1.0068
C34 4.518 1.592 -1.097  0.3137
C35 3.322 2.488 -0.946  -1.8669
C36 2.019 -2.327 -4.323  0.4614
C37 1.001 -2.806 -3.325  -1.4710
C38 2.199 -3.092 -5.469  -0.8567
H11 3.932 -3.093 -8.400  0.3475
H12 2.315 -3.774 -8.189  0.3569
H13 3.692 -4.524 -7.390  0.3280
H14 4.258 -1.087 -7.201  0.2950
H15 4.564 0.934 -6.190  0.4641
H16 4.796 0.843 -4.439  0.2634
H17 3.276 1.454 -5.083  0.3121
H18 1.283 -2.141 1.065  -0.2898
H19 2.157 -4.266 1.952  0.4532
H20 4.002 -5.440 0.818  0.3725
H21 4.950 -4.492 -1.259  0.4294
H22 4.058 -2.387 -2.176  0.2628
H23 5.047 -1.541 -3.752  0.0012
H24 6.316 -2.188 -2.695  0.5465
H25 6.695 -0.945 -3.876  0.5374
H26 7.714 -0.459 -1.561  0.3371
H27 8.887 0.886 -0.018  0.3572
H28 7.857 1.243 1.369  0.3012
H29 8.277 2.529 0.237  0.3731
H30 5.628 2.748 0.306  0.4027
H31 3.541 3.329 -0.290  0.4211
H32 2.498 1.919 -0.504  0.1543
H33 3.002 2.870 -1.921  0.4109
H34 0.489 -1.962 -2.850  -0.1669
H35 1.464 -3.416 -2.547  0.2555
H36 0.255 -3.420 -3.831  0.5566
H37 1.654 -4.021 -5.570  0.4696
C39 -2.322 -2.059 5.830  -1.1031
C40 -1.791 -2.974 4.723  -0.8017
N4 -2.011 -2.477 3.377  0.2477
C41 -3.291 -2.794 2.764  -1.0348
C42 -4.293 -1.647 2.876  -0.8093
C43 -1.095 -1.708 2.739  1.0687
C44 0.154 -1.342 3.490  -0.8787
N5 -1.203 -1.285 1.523  -0.1830
H38 -1.969 -2.426 6.790  0.3908
H39 -3.409 -2.052 5.847  0.3432
H40 -1.976 -1.036 5.699  0.2733
H41 -2.285 -3.946 4.806  0.3983
H42 -0.725 -3.145 4.867  0.4015
H43 -3.691 -3.679 3.264  0.3900
H44 -3.140 -3.064 1.713  0.5403
H45 -4.477 -1.404 3.920  0.2371
H46 -5.235 -1.934 2.417  0.3896
H47 -3.914 -0.756 2.381  0.2055
H48 0.841 -2.188 3.515  0.3127
H49 -0.060 -1.041 4.512  0.5174
H50 0.642 -0.512 2.980  -0.4762
H51 -2.074 -1.560 1.069  -0.0003

HOMO: -7.11 eV
Kohn-Sham gap: 7.290 eV

---

[2]
Density functional theory data (ωB97M-V/def2-TZVPD) for 3 unconnected molecules or ions with the total composition C4H16NO2 in a non-equilibrium geometry.

Last column: Mulliken spin population.
Atoms and positions in Å:
C1 -1.066 -1.714 -0.936  0.1075
C2 -0.085 -0.876 -0.183  0.2025
N1 -0.245 0.583 -0.375  -0.0169
C3 -0.147 1.174 -1.759  0.6654
C4 1.249 1.603 -2.060  -0.0029
H1 -1.137 -2.740 -0.562  -0.1979
H2 -0.829 -1.933 -1.987  0.0048
H3 -2.059 -1.264 -0.964  -0.0435
H4 -0.157 -1.026 0.889  0.4529
H5 0.954 -1.146 -0.386  -0.0651
H6 0.434 1.112 0.193  0.3135
H7 -1.253 0.744 -0.016  -0.3865
H8 -0.732 2.110 -1.660  -0.2208
H9 -0.676 0.494 -2.415  0.0130
H10 1.665 2.327 -1.366  -0.0079
H11 1.938 0.751 -2.135  -0.0156
H12 1.315 1.973 -3.090  -0.0660
H13 -0.838 -1.724 3.433  -0.0578
H14 -1.099 -0.434 4.287  -0.0763
O1 -0.995 -0.772 3.373  0.2809
H15 0.492 0.096 2.840  0.0048
H16 2.058 0.083 2.489  -0.0578
O2 1.214 0.583 2.392  0.1696

expectation value of S²: 0.75
HOMO (alpha / beta): -2.62 / -11.22 eV
Kohn-Sham gap (alpha / beta): 3.322 / 11.645 eV
2S+1: 2

---

[3]
Density functional theory data (ωB97M-V/def2-TZVPD) for 2 unconnected molecules or ions with the total composition C5H12ClOPS in a non-equilibrium geometry.

Last column: Mulliken charge in e.
Atoms and positions in Å:
C1 1.445 -1.646 1.859  -1.1215
C2 0.018 -1.545 1.550  0.0504
C3 -0.555 -0.408 1.138  -0.4448
C4 -1.900 -0.174 0.569  -0.3971
C5 -1.779 0.091 -0.926  -0.8592
H1 1.694 -0.658 2.013  0.3234
H2 1.407 -2.147 2.862  0.3479
H3 2.041 -2.307 1.118  0.2473
H4 -0.489 -2.577 1.680  0.2352
H5 -0.035 0.521 1.123  0.3626
H6 -2.421 0.674 0.872  0.3265
H7 -2.369 -1.193 0.842  0.2755
H8 -0.940 -0.426 -1.230  0.0533
H9 -2.648 -0.463 -1.443  0.2829
H10 -1.650 1.081 -1.147  0.3553
O1 1.628 0.398 -1.348  -0.4456
P1 1.254 1.964 -0.998  0.4248
S1 0.868 2.554 -3.101  -0.3319
Cl1 3.107 2.452 -0.754  -0.1903
H11 0.849 -0.101 -1.732  0.3357
H12 0.473 3.911 -2.945  0.1697

SMILES: C/C=C/CC.OP(S)Cl
HOMO: -9.13 eV
Kohn-Sham gap: 9.774 eV

---

[4]
Density functional theory data (ωB97M-V/def2-TZVPD) for 19 unconnected molecules or ions with the total composition H38O19 in a non-equilibrium geometry.

Last column: Mulliken charge in e.
Atoms and positions in Å:
O1 2.284 -0.893 -3.373  -0.6293
H1 3.174 -1.061 -3.549  0.2596
H2 2.179 -1.192 -2.338  0.4434
O2 2.236 -0.185 1.015  -0.5164
H3 2.130 0.750 1.358  0.1317
H4 1.950 -0.751 1.834  0.3339
O3 -2.213 -3.637 -0.623  -0.4608
H5 -2.278 -3.665 0.282  0.2725
H6 -3.070 -3.912 -1.022  0.2365
O4 3.114 3.772 -1.009  -0.6305
H7 3.541 3.147 -1.622  0.3435
H8 3.375 3.325 -0.135  0.2980
O5 -0.343 -2.278 -4.074  -0.6424
H9 -0.613 -1.614 -3.395  0.2630
H10 0.089 -2.832 -3.457  0.3041
O6 1.329 2.321 3.671  -0.7102
H11 2.083 2.990 3.256  0.4676
H12 1.508 2.359 4.658  0.2784
O7 -2.645 -0.182 -1.057  -0.5653
H13 -2.460 -0.888 -0.631  0.2476
H14 -1.836 0.428 -1.124  0.2793
O8 -0.055 -1.192 -1.121  0.2756
H15 0.887 -1.077 -1.343  -0.2299
H16 -0.310 -0.323 -0.777  0.1690
O9 0.167 -2.155 1.646  -0.5543
H17 -0.286 -1.808 0.930  0.1624
H18 -0.438 -1.876 2.300  0.2838
O10 2.375 -2.555 -1.718  -0.6700
H19 1.712 -3.318 -1.959  0.3147
H20 2.177 -2.512 -0.651  0.3743
O11 -0.307 -4.998 0.143  -0.6161
H21 0.020 -4.541 0.892  0.3094
H22 -0.048 -4.680 -0.634  0.2622
O12 3.317 2.565 2.430  -0.6481
H23 3.153 1.780 2.894  0.3787
H24 2.832 2.552 1.574  0.2818
O13 -0.502 4.106 -0.157  -0.5763
H25 -1.072 4.607 -0.724  0.2843
H26 0.404 3.876 -0.614  0.3483
O14 1.939 -1.100 4.152  -0.5402
H27 2.640 -1.681 4.365  0.2779
H28 1.410 -1.350 4.887  0.2747
O15 -3.746 2.220 0.478  -0.6504
H29 -3.219 2.066 1.318  0.3580
H30 -3.394 1.944 -0.293  0.2565
O16 -1.524 2.118 1.744  -0.4366
H31 -1.304 1.978 1.003  0.4109
H32 -1.042 2.362 2.443  0.2003
O17 -0.345 1.469 -1.166  -0.4560
H33 -0.748 1.935 -1.968  0.3923
H34 0.146 2.084 -0.658  -0.1433
O18 -2.186 1.818 -3.165  -0.6948
H35 -2.952 1.476 -3.739  0.3259
H36 -1.629 1.083 -3.268  0.2532
O19 -3.063 -1.185 1.708  -0.4955
H37 -3.742 -0.776 1.206  0.2770
H38 -3.612 -1.125 2.519  0.2359

HOMO: -10.07 eV
Kohn-Sham gap: 9.681 eV

---

[5]
Density functional theory data (ωB97M-V/def2-TZVPD) for a molecular structure, C6H14N2O in a non-equilibrium geometry.

Last column: Mulliken charge in e.
Atoms and positions in Å:
C1 2.339 0.678 0.042  -0.0322
C2 -1.742 -0.571 0.385  0.3197
C3 -2.477 0.600 0.999  -1.3883
C4 -2.050 -0.787 -1.080  -1.2330
C5 0.210 -0.655 0.594  0.3085
N1 2.553 1.766 -0.860  -0.6700
N2 0.757 -1.867 0.786  -0.4039
C6 0.453 0.543 0.251  -0.6223
O1 2.828 -0.499 -0.561  -0.5542
H1 2.518 -0.427 -1.478  0.3613
H2 2.834 0.784 1.011  0.3308
H3 -1.967 -1.476 0.955  0.3402
H4 2.179 2.626 -0.475  0.2196
H5 3.548 1.919 -1.029  0.2241
H6 1.584 -1.905 1.377  0.2854
H7 0.898 -2.416 -0.058  0.2537
H8 -0.008 1.496 0.068  0.2288
H9 -3.567 0.450 0.978  0.4125
H10 -2.289 1.533 0.453  0.2934
H11 -2.191 0.755 2.044  0.3262
H12 -1.478 -1.628 -1.483  0.3359
H13 -1.819 0.104 -1.675  0.2794
H14 -3.113 -1.023 -1.242  0.3844

HOMO: -7.37 eV
Kohn-Sham gap: 8.248 eV

---

[6]
Density functional theory data (ωB97M-V/def2-TZVPD) for a molecular structure, C3H3Cl2NO in a non-equilibrium geometry.

Last column: Mulliken charge in e.
Atoms and positions in Å:
C1 1.093 -0.856 -1.067  -0.3133
C2 -0.828 0.686 0.136  -0.5288
C3 -0.861 0.136 1.336  0.5219
N1 0.719 0.339 -0.949  0.3764
O1 1.120 1.332 -1.431  -0.5841
Cl1 -2.171 0.643 2.339  -0.1769
Cl2 0.124 -1.070 2.023  -0.1371
H1 1.802 -1.081 -1.776  0.3536
H2 0.467 -1.619 -0.438  0.1129
H3 -1.465 1.489 -0.173  0.3754

HOMO: -9.41 eV
Kohn-Sham gap: 9.742 eV

---

What did we get for ΔE to the lowest compared entry with this formula, charge and spin? Answer: 69.2 46.2 278.8 955.6 467.6 459.9 kJ/mol, in the order shown.